{
  "formula": "C40H65N3O4SScSi",
  "method": "ωB97M-V/def2-TZVPD",
  "symbols": ["Sc", "C", "C", "C", "C", "C", "C", "C", "C", "C", "C", "H", "H", "H", "H", "H", "H", "H", "H", "H", "H", "H", "H", "H", "H", "C", "C", "C", "C", "Si", "C", "C", "C", "C", "C", "C", "C", "C", "H", "H", "H", "H", "H", "H", "H", "H", "H", "H", "H", "H", "H", "H", "H", "H", "H", "H", "H", "H", "H", "H", "H", "H", "H", "H", "H", "O", "C", "N", "C", "O", "C", "C", "C", "C", "C", "C", "H", "H", "H", "H", "C", "N", "C", "C", "C", "N", "C", "C", "O", "H", "H", "H", "H", "H", "H", "H", "H", "H", "H", "H", "H", "O", "S", "C", "C", "C", "C", "H", "H", "H", "H", "H", "H", "H", "H"],
  "positions_angstrom": [[-0.0557, 0.3652, -0.1781], [3.4697, -2.7444, -0.3120], [4.0779, -1.5971, -1.1236], [4.2784, -2.0338, -2.5705], [3.2941, -0.3041, -0.9860], [2.7051, 0.3478, -2.0647], [2.0962, 1.5914, -1.9212], [2.0560, 2.2408, -0.6891], [1.5970, 3.6697, -0.5881], [2.5735, 1.5480, 0.4148], [3.1802, 0.3078, 0.2628], [4.1458, -3.6006, -0.3276], [2.5138, -3.0465, -0.7391], [3.2909, -2.4653, 0.7262], [5.0657, -1.3819, -0.7007], [3.3250, -2.3103, -3.0306], [4.9205, -2.9138, -2.6034], [4.7445, -1.2566, -3.1779], [2.7315, -0.1022, -3.0477], [1.6778, 2.0842, -2.7912], [2.4256, 4.3339, -0.8422], [1.2689, 3.9267, 0.4175], [0.7845, 3.8715, -1.2863], [2.5617, 2.0112, 1.3929], [3.5910, -0.1833, 1.1370], [0.2368, 3.2841, 3.1402], [-1.2033, 2.9329, 2.7384], [-2.1174, 3.5159, 3.8211], [-1.4790, 3.7076, 1.4415], [-1.2506, 1.0040, 2.3371], [-0.3469, 0.0178, 3.7711], [-0.5101, 0.5883, 5.1865], [-0.8133, -1.4446, 3.8112], [1.1601, -0.0326, 3.4583], [-3.1855, 0.4665, 2.4154], [-3.7490, 0.5900, 3.8465], [-3.5688, -0.9828, 2.0927], [-4.0225, 1.3765, 1.4998], [0.3661, 4.3728, 3.1348], [0.9611, 2.8623, 2.4414], [0.4928, 2.9318, 4.1399], [-1.8610, 4.5698, 3.9806], [-2.0132, 3.0091, 4.7809], [-3.1701, 3.4926, 3.5335], [-1.3422, 4.7829, 1.6106], [-2.4946, 3.5645, 1.0676], [-0.7932, 3.4028, 0.6493], [-1.5481, 0.6319, 5.5071], [-0.0889, 1.5911, 5.2851], [0.0213, -0.0531, 5.8992], [-1.8237, -1.5468, 4.2175], [-0.1541, -2.0161, 4.4740], [-0.7771, -1.9262, 2.8328], [1.6171, 0.9530, 3.4128], [1.3484, -0.5476, 2.5120], [1.6775, -0.5937, 4.2450], [-3.3975, -0.2228, 4.4859], [-4.8445, 0.5391, 3.8282], [-3.4681, 1.5222, 4.3194], [-2.8560, -1.7381, 2.4029], [-4.0450, -0.5052, 0.1574], [-4.5534, -1.2059, 2.5087], [-4.0712, 2.3879, 1.8994], [-5.0621, 1.0237, 1.4268], [-3.6014, 1.4659, 0.4869], [-3.7789, -1.3079, 0.6315], [-2.6644, -1.9455, -0.0779], [-1.5161, -1.1832, 0.0461], [-0.4793, -1.9994, 0.2193], [0.7206, -1.4430, 0.1851], [-0.9242, -3.3517, 0.3526], [-0.2530, -4.5661, 0.5546], [-1.0081, -5.6991, 0.7296], [-2.4211, -5.6340, 0.7121], [-3.0943, -4.4582, 0.4857], [-2.3418, -3.2878, 0.2782], [0.8293, -4.5989, 0.5745], [-0.5260, -6.6535, 0.8930], [-2.9853, -6.5430, 0.8781], [-4.1769, -4.4372, 0.4607], [-1.3105, -0.3458, -3.1953], [-2.4047, 0.4600, -2.6475], [-3.6499, 0.2194, -3.3776], [-4.7397, 1.1408, -2.8803], [-4.2412, 2.5671, -2.9576], [-2.9850, 2.6912, -2.2226], [-2.6755, 4.0175, -1.7052], [-2.1209, 1.6776, -2.0905], [-1.0643, 1.8222, -1.4225], [-1.7412, -1.3231, -3.4214], [0.0310, -1.4625, -2.3252], [-0.9622, 0.1149, -4.1290], [-3.9160, -0.8284, -3.2254], [-3.4943, 0.3749, -4.4526], [-4.9982, 0.8994, -1.8456], [-5.6374, 1.0166, -3.4840], [-4.9518, 3.2559, -2.5011], [-4.1021, 2.8791, -3.9975], [-3.3955, 4.3024, -0.9373], [-2.7282, 4.7375, -2.5231], [-1.6786, 4.0251, -1.2799], [-0.2197, -0.5023, -2.3272], [0.3518, -3.5687, -2.6535], [0.6911, -3.7208, -4.4448], [-0.6406, -4.0856, -5.0939], [-1.3487, -5.0219, -4.1202], [-1.3038, -4.3469, -2.7548], [1.4299, -4.5078, -4.5886], [1.1069, -2.7858, -4.8176], [-0.4849, -4.5432, -6.0713], [-1.2426, -3.1840, -5.2445], [-0.8159, -5.9744, -4.0776], [-2.3773, -5.2292, -4.4176], [-1.4065, -5.0433, -1.9249], [-2.0727, -3.5802, -2.6486]],
  "forces_ev_per_a": [[-0.083, 0.523, -0.176], [0.014, 0.007, 0.002], [-0.024, 0.000, -0.008], [-0.001, -0.002, 0.015], [0.000, -0.009, -0.003], [0.031, 0.008, 0.003], [-0.012, -0.027, 0.022], [-0.040, -0.020, 0.007], [0.015, 0.011, 0.012], [0.006, 0.014, 0.024], [-0.011, -0.008, 0.023], [0.003, 0.002, 0.005], [0.006, -0.001, 0.014], [-0.003, -0.004, -0.001], [0.006, 0.002, -0.007], [0.002, 0.007, -0.001], [-0.002, -0.002, 0.000], [-0.001, -0.003, -0.003], [0.000, -0.001, -0.002], [-0.009, -0.011, 0.000], [0.000, 0.000, -0.008], [0.033, -0.006, -0.007], [-0.006, 0.004, 0.006], [0.003, 0.019, -0.002], [-0.001, 0.002, 0.001], [0.051, -0.017, 0.003], [-0.005, 0.008, -0.001], [-0.036, -0.011, 0.000], [-0.013, -0.063, 0.030], [0.029, 0.000, 0.009], [0.049, 0.032, -0.008], [0.090, 0.073, -0.003], [-0.061, -0.003, 0.127], [-0.068, -0.120, -0.030], [0.006, -0.014, -0.047], [-0.008, -0.009, 0.053], [-0.005, -0.038, -0.040], [0.029, -0.010, 0.000], [0.002, -0.003, -0.003], [0.024, 0.014, -0.022], [0.017, 0.067, -0.144], [-0.003, -0.002, 0.003], [0.023, 0.005, 0.010], [-0.016, -0.017, 0.028], [-0.002, 0.013, 0.000], [0.041, -0.024, 0.060], [-0.067, 0.008, 0.014], [-0.113, 0.001, 0.019], [-0.078, -0.160, 0.042], [-0.003, 0.001, 0.001], [0.101, -0.009, -0.036], [-0.001, -0.003, -0.004], [0.033, -0.027, -0.058], [0.028, 0.127, -0.004], [0.010, 0.012, 0.021], [-0.001, 0.003, 0.008], [-0.028, 0.072, -0.021], [0.007, 0.001, 0.011], [0.010, 0.058, 0.035], [-0.020, 0.018, -0.011], [0.001, -0.013, -0.017], [0.008, -0.006, 0.000], [0.011, -0.009, -0.012], [-0.008, 0.008, 0.001], [0.003, -0.018, 0.019], [-0.052, 0.016, 0.034], [-0.037, 0.032, -0.107], [0.131, 0.097, 0.023], [-0.009, 0.064, -0.006], [0.032, -0.465, 0.106], [-0.057, -0.056, 0.045], [0.007, 0.017, 0.056], [-0.016, -0.002, 0.010], [0.013, -0.019, 0.008], [0.000, 0.022, -0.019], [0.041, -0.088, 0.024], [-0.006, -0.003, -0.005], [0.001, -0.001, 0.000], [0.000, 0.000, 0.002], [0.000, -0.001, 0.000], [0.019, 0.031, 0.064], [0.005, 0.021, -0.051], [-0.011, 0.000, 0.007], [0.018, 0.003, -0.009], [0.006, -0.002, -0.003], [-0.077, 0.049, -0.014], [0.027, 0.013, -0.007], [-0.082, -0.157, 0.001], [0.155, -0.028, 0.045], [0.003, 0.007, -0.017], [-0.021, -0.040, -0.034], [0.011, 0.022, 0.028], [0.001, 0.003, 0.006], [-0.004, 0.001, 0.004], [-0.009, 0.001, 0.003], [-0.001, 0.000, 0.002], [-0.004, -0.003, 0.002], [-0.002, 0.000, 0.005], [-0.002, 0.002, -0.016], [-0.004, 0.003, -0.003], [-0.049, 0.001, -0.017], [0.041, 0.019, -0.039], [-0.017, 0.004, -0.017], [-0.035, 0.007, 0.011], [0.003, -0.010, -0.014], [-0.001, 0.024, -0.009], [0.008, -0.023, -0.015], [-0.001, -0.003, -0.003], [-0.001, 0.002, -0.007], [-0.008, 0.000, -0.004], [0.005, 0.002, 0.011], [-0.003, -0.004, 0.006], [0.002, 0.000, -0.007], [0.014, 0.001, -0.028], [0.009, -0.008, -0.001]],
  "total_charge": 1,
  "energy_ha": -3476.70567,
  "orbital_gap_ev": 7.2,
  "e_homo_ev": -9.15,
  "lumo_ha": -0.0735
}

---

{
  "formula": "C40H65N4O12",
  "method": "ωB97M-V/def2-TZVPD",
  "symbols": ["C", "C", "C", "C", "C", "C", "C", "C", "C", "C", "C", "C", "C", "C", "C", "N", "C", "C", "N", "N", "C", "C", "C", "C", "C", "C", "C", "C", "C", "N", "C", "C", "H", "H", "H", "H", "H", "H", "H", "H", "H", "H", "H", "H", "H", "H", "H", "H", "H", "H", "H", "H", "H", "H", "H", "H", "H", "H", "H", "H", "H", "H", "H", "H", "H", "H", "H", "H", "H", "H", "H", "H", "H", "H", "H", "H", "H", "H", "H", "H", "H", "C", "C", "O", "C", "O", "O", "H", "H", "H", "H", "C", "C", "O", "C", "O", "O", "H", "H", "H", "H", "C", "C", "O", "C", "O", "O", "H", "H", "H", "H", "C", "C", "O", "C", "O", "O", "H", "H", "H", "H"],
  "positions_angstrom": [[6.5476, -4.3094, 1.4419], [5.2596, -3.6673, 0.9388], [4.4291, -4.5853, 0.0554], [3.2938, -3.8009, -0.5857], [2.4883, -4.6423, -1.5736], [1.0501, -4.1795, -1.8281], [0.7941, -2.6869, -1.7540], [-0.7117, -2.4047, -1.8489], [-1.3316, -2.3385, -0.4447], [-1.4749, -0.9073, 0.0496], [-2.6512, -0.1975, -0.6092], [-2.8597, 1.2431, -0.1217], [-2.3722, 2.3119, -1.1170], [-1.3521, 3.2899, -0.5183], [-0.1915, 2.6014, 0.1040], [-0.0343, 2.4642, 1.4704], [1.1038, 1.8044, 1.6987], [1.5509, 1.4716, 3.0839], [1.5673, 0.0220, 3.3477], [1.7059, 1.5125, 0.5495], [2.9912, 0.7902, 0.5005], [3.8307, 1.0577, -0.7380], [5.3071, 1.2884, -0.4562], [6.0501, 1.8741, -1.4986], [7.4034, 2.1658, -1.3553], [8.0347, 1.8618, -0.1487], [7.3090, 1.2658, 0.8868], [5.9515, 0.9713, 0.7382], [0.8831, 1.9858, -0.4877], [1.1855, 1.8109, -1.8494], [1.6859, 3.0845, -2.4775], [2.5850, 2.7908, -3.6694], [6.9326, -3.7504, 2.2896], [6.3955, -5.3407, 1.7296], [7.3066, -4.2368, 0.6706], [4.6546, -3.3694, 1.7971], [5.4779, -2.7487, 0.4007], [4.0490, -5.3978, 0.6685], [5.0908, -4.9887, -0.7089], [2.6401, -3.4669, 0.2193], [3.7256, -2.9525, -1.1133], [2.4637, -5.6706, -1.2350], [3.0478, -4.6613, -2.5053], [0.7978, -4.5038, -2.8328], [0.3816, -4.7217, -1.1620], [1.3051, -2.2022, -2.5865], [1.1552, -2.2180, -0.8398], [-0.9159, -1.4807, -2.3822], [-1.1580, -3.2253, -2.4019], [-0.6514, -2.8526, 0.2305], [-2.2865, -2.8522, -0.4171], [-1.6716, -0.9380, 1.1220], [-0.5413, -0.3608, -0.1069], [-2.5005, -0.1849, -1.6856], [-3.5507, -0.7657, -0.4020], [-3.9306, 1.3722, -0.0406], [-2.4547, 1.3803, 0.8791], [-1.8673, 1.8142, -1.9398], [-3.2166, 2.8854, -1.4724], [-0.9403, 3.8686, -1.3382], [-1.8141, 3.9742, 0.1845], [-0.6555, 2.7915, 2.1975], [2.5548, 1.8414, 3.2586], [0.8373, 1.9307, 3.7571], [1.0504, -0.4843, 2.6415], [2.5152, -0.3240, 3.3398], [2.7646, -0.2699, 0.5578], [3.5081, 1.0293, 1.4177], [3.4951, 1.9117, -1.2984], [3.7542, 0.1867, -1.3793], [5.5629, 2.1054, -2.4331], [7.9249, 2.6315, -2.1726], [9.0783, 2.1077, -0.0443], [7.8195, 1.0474, 1.8093], [5.4107, 0.5130, 1.5476], [0.3035, 1.6246, -2.3112], [2.3183, 3.5426, -1.7255], [0.8787, 3.7580, -2.7376], [3.3233, 3.5857, -3.7283], [2.0508, 2.7916, -4.6110], [3.1449, 1.8788, -3.5180], [-1.0716, 7.4266, 0.8344], [-2.1968, 8.0182, 1.6577], [-2.7556, 6.8523, 2.2834], [-1.8081, 5.9041, 2.3255], [-1.9045, 4.8801, 2.9330], [-0.7293, 6.2535, 1.5918], [-0.2154, 8.0877, 0.7397], [-1.3967, 7.1194, -0.1609], [-1.8397, 8.6953, 2.4338], [-2.9439, 8.5291, 1.0579], [-6.7234, 1.9010, 3.1309], [-5.3524, 2.3111, 2.6328], [-5.5595, 2.4135, 1.2169], [-6.8821, 2.6362, 1.0048], [-7.3480, 2.9333, -0.0462], [-7.5880, 2.4757, 2.1444], [-6.9539, 2.2899, 4.1185], [-6.8628, 0.8189, 3.1328], [-5.0387, 3.2845, 3.0135], [-4.5821, 1.5773, 2.8569], [3.3340, -9.2381, 0.7422], [2.0345, -10.0165, 0.7560], [1.1713, -9.1796, -0.0213], [1.9407, -8.4163, -0.8320], [1.5282, -7.7394, -1.7162], [3.2497, -8.5281, -0.4978], [4.2146, -9.8741, 0.7619], [3.3979, -8.5157, 1.5581], [2.1215, -10.9861, 0.2637], [1.6330, -10.1610, 1.7551], [-10.4763, 1.4124, -0.5818], [-10.7007, 2.6881, -1.3580], [-11.4937, 2.2466, -2.4631], [-12.1281, 1.1044, -2.0932], [-12.9850, 0.5750, -2.7173], [-11.6434, 0.6509, -0.9068], [-10.4046, 1.5786, 0.4897], [-9.5911, 0.8707, -0.9196], [-11.2681, 3.4278, -0.7901], [-9.7749, 3.1398, -1.7026]],
  "forces_ev_per_a": [[-0.055, 0.754, -0.169], [-0.069, -0.288, 0.443], [0.343, 0.822, -0.028], [-0.155, -0.892, -0.008], [0.180, 0.293, 0.101], [0.529, -0.193, 0.086], [-0.399, 0.366, -0.595], [0.139, -0.320, 0.448], [0.529, 0.163, -0.311], [-0.567, -0.294, 0.090], [0.546, 0.345, 0.379], [-0.627, -0.153, -0.766], [0.555, -0.125, 1.000], [0.142, -0.236, -0.483], [0.159, -0.051, 0.085], [0.745, -0.578, -0.855], [0.079, 0.317, 0.909], [-0.037, -1.043, -0.296], [0.092, 0.280, -0.194], [-0.589, 0.307, -0.064], [-0.469, -0.304, -0.297], [0.820, -0.234, 0.466], [0.308, 0.297, -0.330], [0.236, -0.176, 0.582], [-0.697, -0.395, 0.532], [-0.527, -0.055, -0.124], [0.179, 0.234, -0.505], [0.337, 0.387, -0.625], [-0.294, 0.213, 0.353], [-0.619, 0.892, -0.037], [0.944, -0.933, 0.238], [-0.013, 0.619, 0.054], [0.100, -0.062, 0.235], [0.029, -0.270, 0.074], [0.186, -0.333, -0.168], [-0.162, 0.053, 0.119], [0.168, 0.198, -0.149], [-0.117, -0.301, -0.089], [-0.048, -0.292, -0.185], [-0.074, 0.344, 0.121], [-0.108, 0.380, 0.132], [-0.022, -0.169, 0.037], [0.036, -0.029, -0.258], [-0.309, -0.097, -0.153], [-0.166, 0.044, 0.223], [0.196, 0.090, -0.042], [0.270, -0.049, 0.153], [-0.029, 0.123, -0.197], [-0.199, 0.031, -0.278], [-0.065, -0.344, 0.167], [-0.247, -0.007, 0.132], [0.094, 0.148, 0.233], [0.145, 0.108, -0.045], [-0.193, -0.094, -0.208], [-0.150, -0.261, -0.055], [-0.151, 0.168, 0.261], [0.163, 0.026, 0.133], [-0.197, -0.036, -0.388], [-0.116, 0.074, -0.402], [-0.067, 0.444, -0.099], [-0.038, 0.068, 0.211], [-0.101, 0.270, -0.046], [0.029, 0.430, 0.173], [0.071, 0.371, 0.247], [-0.132, -0.153, 0.082], [0.034, -0.161, 0.039], [-0.100, -0.208, 0.007], [0.150, 0.324, 0.119], [-0.241, 0.140, -0.029], [-0.170, -0.039, -0.332], [-0.160, 0.056, -0.138], [0.237, 0.065, -0.088], [0.155, -0.069, 0.232], [0.002, -0.115, 0.201], [0.012, -0.154, 0.232], [0.018, -0.549, -0.098], [-0.146, 0.369, 0.240], [-0.183, 0.186, 0.048], [0.084, 0.200, -0.181], [-0.087, -0.327, -0.174], [-0.093, -0.368, -0.102], [0.009, 0.174, -0.122], [0.036, 0.220, -0.088], [0.066, 0.000, -0.031], [-0.024, 0.108, 0.079], [0.105, -0.344, -0.134], [-0.077, -0.022, -0.046], [0.115, -0.131, 0.126], [-0.038, -0.041, 0.028], [0.028, -0.052, 0.032], [-0.149, -0.157, 0.050], [0.065, -0.090, 0.170], [0.116, 0.012, 0.157], [-0.180, 0.044, 0.227], [-0.037, 0.047, -0.074], [-0.064, -0.016, -0.084], [0.107, -0.029, -0.013], [-0.142, 0.122, -0.080], [0.012, -0.001, -0.048], [-0.040, 0.015, -0.014], [0.016, -0.044, -0.198], [0.078, -0.074, 0.129], [0.046, -0.134, 0.113], [0.105, 0.016, 0.037], [-0.030, -0.054, -0.080], [-0.058, -0.032, 0.007], [-0.064, -0.017, 0.076], [0.045, 0.055, -0.182], [-0.044, 0.014, -0.009], [0.024, 0.023, -0.042], [-0.156, 0.115, -0.045], [0.123, 0.006, 0.095], [0.195, 0.286, 0.027], [0.007, -0.146, 0.155], [-0.025, -0.003, -0.022], [-0.020, -0.024, -0.015], [0.051, 0.095, -0.057], [-0.161, -0.115, 0.030], [-0.014, 0.005, -0.042], [-0.037, -0.040, 0.014], [-0.040, -0.032, -0.156]],
  "total_charge": 1,
  "e_above_lowest_kcal_mol": 0.00,
  "energy_ha": -2684.91468,
  "orbital_gap_ev": 9.4,
  "e_homo_ev": -11.41,
  "lumo_ha": -0.0752
}